The following is a quantum chemistry calculation of a 2-piece molecular cluster, C4H8Se overall in a non-equilibrium geometry, from OMol25.

Each line ends with the natural charge from an NBO analysis.
Cartesian coordinates (Å):
C -0.551 0.400 1.144  -0.40
C -1.400 0.095 -0.043  -0.41
C -0.145 -0.708 0.214  -0.33
C 0.985 -0.605 -0.718  -0.41
Se 1.244 0.929 -1.795  0.12
H 0.031 1.310 1.137  0.21
H -0.915 0.123 2.121  0.22
H -2.353 -0.390 0.096  0.22
H -1.379 0.788 -0.873  0.23
H -0.286 -1.717 0.583  0.23
H 1.184 -1.488 -1.312  0.22
H 2.593 -0.647 0.201  0.03
H 0.993 1.910 -0.754  0.07

Gap between HOMO and LUMO   8.594 eV
LUMO energy   0.0152 hartree
Energy relative to the best compared isomer or geometry (same formula, charge and spin)   3.344 eV
HOMO   -8.18 eV
Energy   -69619.89143 eV

The following is a quantum chemistry calculation of a 2-piece molecular cluster, C4H8Si overall in a non-equilibrium geometry, from OMol25.

Each line ends with the natural charge from an NBO analysis.
Cartesian coordinates (Å):
C 0.272 -0.545 -0.271  -0.37
C 0.071 0.810 -0.073  -0.28
C 0.795 -1.709 0.402  -0.68
C 0.470 1.942 0.842  -0.68
Si -0.866 0.060 -1.501  0.91
H 1.678 -2.311 0.160  0.25
H 0.007 -2.421 0.400  0.23
H 0.910 -1.363 1.524  0.21
H 1.296 1.526 1.524  0.22
H -0.465 2.376 1.250  0.24
H 0.924 2.834 0.472  0.24
H -1.260 0.425 -2.794  -0.16
H -3.832 -1.622 -1.934  -0.12

Gap between HOMO and LUMO (alpha / beta)   6.118 / 9.566 eV
LUMO energy (alpha / beta)   -0.0080 / 0.0106 hartree
Energy relative to the best compared isomer or geometry (same formula, charge and spin)   6.255 eV
HOMO (alpha / beta)   -6.34 / -9.28 eV
Energy   -12147.88281 eV

The following is a quantum chemistry calculation of C4H9AgNO3PS as an isolated structure, from OMol25.

Each line ends with the natural charge from an NBO analysis.
Cartesian coordinates (Å):
Ag 1.868 -0.834 -0.298  0.58
C -1.369 -0.595 -1.720  -0.26
O -1.351 -0.068 -0.384  -0.83
P 0.028 0.493 0.222  1.73
O -0.416 0.689 1.741  -0.82
C -0.641 -0.473 2.554  -0.26
O 0.154 1.993 -0.271  -0.81
C -0.884 2.962 -0.025  -0.26
H -2.322 -1.099 -1.843  0.21
H -0.557 -1.310 -1.866  0.19
H -1.280 0.210 -2.450  0.19
H 0.195 -1.171 2.469  0.19
H -1.564 -0.967 2.254  0.19
H -0.720 -0.125 3.579  0.21
H -0.666 3.810 -0.667  0.20
H -0.865 3.266 1.019  0.20
H -1.861 2.549 -0.272  0.19
S 5.039 -4.093 -1.850  -0.21
C 3.992 -3.013 -1.298  0.19
N 3.221 -2.224 -0.893  -0.82

Gap between HOMO and LUMO   7.935 eV
LUMO energy   0.0089 hartree
Energy relative to the best compared isomer or geometry (same formula, charge and spin)   0.000 eV
HOMO   -7.69 eV
Energy   -36051.06901 eV

The following is a quantum chemistry calculation of one molecule with the formula C4H9B in a non-equilibrium geometry, from OMol25.

Each line ends with the natural charge from an NBO analysis.
Cartesian coordinates (Å):
C 1.887 0.884 1.050  -0.40
C 0.738 0.276 1.254  -0.44
B -0.483 -0.132 -0.099  0.88
C -0.758 1.032 -1.107  -1.04
C -1.112 -1.562 -0.157  -1.04
H 2.585 1.088 1.852  0.19
H 2.198 1.198 0.068  0.18
H 0.442 -0.052 2.240  0.19
H -1.455 1.737 -0.654  0.26
H -1.191 0.714 -2.053  0.23
H 0.141 1.607 -1.319  0.24
H -1.858 -1.678 0.628  0.26
H -0.371 -2.340 0.020  0.25
H -1.606 -1.775 -1.104  0.23

Gap between HOMO and LUMO   10.492 eV
Structure (SMILES)   C=CB(C)C
LUMO energy   0.0262 hartree
Energy relative to the best compared isomer or geometry (same formula, charge and spin)   0.229 eV
HOMO   -9.78 eV
Energy   -4969.06162 eV

The following is a quantum chemistry calculation of one molecule with the formula C4H9B in a non-equilibrium geometry, from OMol25.

Each line ends with the Mulliken spin population.
Cartesian coordinates (Å):
B -0.182 -0.319 0.130  1.05
C -1.664 -0.600 0.383  0.04
C -0.706 -1.865 0.674  0.61
C 1.136 1.900 -0.274  0.08
C 0.986 0.390 -0.621  -0.05
H -2.336 -0.414 1.084  0.06
H -2.154 -0.697 -0.599  0.06
H -0.802 -2.805 0.034  0.03
H -0.536 -2.176 1.667  0.05
H 1.662 1.994 0.824  -0.01
H 1.748 2.370 -1.182  0.00
H 0.098 2.249 -0.113  0.00
H 0.818 0.099 -1.595  0.04
H 1.929 -0.124 -0.413  0.04

Gap between HOMO and LUMO (alpha / beta)   5.983 / 8.188 eV
LUMO energy (alpha / beta)   0.0293 / -0.0821 hartree
Multiplicity   3
Energy relative to the best compared isomer or geometry (same formula, charge and spin)   1.020 eV
HOMO (alpha / beta)   -5.19 / -10.42 eV
Energy   -4963.93170 eV

The following is a quantum chemistry calculation of a 2-piece molecular cluster, C4H9B overall in a non-equilibrium geometry, from OMol25.

Each line ends with the Mulliken spin population.
Cartesian coordinates (Å):
B -1.184 -0.102 -0.033  0.83
C -2.645 -0.735 0.081  0.05
C -2.507 0.807 -0.151  0.11
C 2.674 0.532 0.108  -0.02
C 2.234 -0.897 -0.104  0.90
H -2.904 -1.253 -0.813  0.01
H -2.997 -1.120 1.082  0.00
H -2.674 1.452 0.663  0.01
H -2.778 1.461 -1.059  0.00
H 3.735 0.524 0.166  0.05
H 2.453 1.245 -0.741  0.00
H 2.299 0.946 1.139  0.05
H 1.761 -1.112 -0.971  0.02
H 2.533 -1.747 0.633  0.01

Gap between HOMO and LUMO (alpha / beta)   8.065 / 8.131 eV
LUMO energy (alpha / beta)   0.0165 / -0.0374 hartree
Multiplicity   3
Energy relative to the best compared isomer or geometry (same formula, charge and spin)   1.693 eV
HOMO (alpha / beta)   -7.62 / -9.15 eV
Energy   -4963.25835 eV